one.
ORCA calculation (ωB97M-V/def2-TZVPD) on 2 unconnected molecules or ions with the total composition C3H12NOSi.

HOMO-LUMO gap: 0.3961 hartree
Highest occupied orbital energy: -13.8 eV
Total charge: +1

Geometry (Å):
1 C -0.3711 2.8457 1.5414
2 C 2.0781 2.1436 -0.7101
3 C -1.4029 -3.4354 -0.3626
4 N -0.5091 -2.3353 -0.7163
5 O -0.0762 0.1951 0.2472
6 Si 0.5184 1.6651 0.3378
7 H -1.1201 -4.2635 -0.8905
8 H -0.1251 2.6705 2.5607
9 H -0.1935 3.9025 1.3697
10 H 2.9082 1.7595 -0.1816
11 H 2.0016 1.7125 -1.8263
12 H 2.0906 3.2411 -0.7424
13 H -1.3484 -3.5152 0.7579
14 H -2.3065 -3.0922 -0.6862
15 H -0.3958 -2.3221 -1.7224
16 H 0.4258 -2.4938 -0.2413
17 H -1.4345 2.5670 1.6377
18 H -0.7395 -1.2452 -0.3728

two.
ORCA calculation (ωB97M-V/def2-TZVPD) on a gas-phase ion, C3H12NOSi (charge +1).

HOMO-LUMO gap: 0.3919 hartree
Highest occupied orbital energy: -14.6 eV
Total charge: +1

Geometry (Å):
1 C -2.1327 -0.6447 -0.9998
2 C 1.4392 -1.6817 0.8724
3 C 1.0526 1.4476 -0.0848
4 N -0.1011 1.8281 0.7524
5 O -1.1359 -0.4350 -0.0092
6 Si 0.9463 -0.4381 -0.4549
7 H -3.1110 -0.4394 -0.5691
8 H -2.0875 -1.6903 -1.2957
9 H -1.9778 -0.0112 -1.8751
10 H 1.3646 -2.7031 0.5012
11 H 2.4627 -1.5389 1.2135
12 H 0.7859 -1.6080 1.7446
13 H 2.0118 1.7209 0.3709
14 H 0.9912 2.0095 -1.0212
15 H -1.1640 0.5066 0.3459
16 H 0.1083 1.6802 1.7310
17 H -0.3171 2.8132 0.6383
18 H 0.8644 -0.8155 -1.8604

Which structure is the least stable? The one labeled two.

one.
ORCA calculation (ωB97M-V/def2-TZVPD) on C3H6ClNO3S in the gas phase.

HOMO-LUMO gap: 0.3834 hartree
Highest occupied orbital energy: -10.2 eV

Geometry (Å):
1 C 0.5801 -0.8214 0.6824
2 C -1.5730 -1.1346 -0.4028
3 C -0.7762 1.1322 0.0449
4 N -0.5438 -0.3666 0.1995
5 O 1.5254 -0.2631 1.1226
6 O 2.5861 2.2399 0.3654
7 O 2.5500 0.3788 -1.1971
8 S 2.9440 0.8600 0.1082
9 Cl 0.7208 -2.5848 0.6044
10 H -2.1583 -0.3568 -1.0826
11 H -1.2068 -2.0121 -0.9283
12 H -2.3097 -1.4207 0.3412
13 H 0.2564 1.5830 0.0076
14 H -1.4123 1.3795 -0.8423
15 H -1.1828 1.3867 0.9769

two.
ORCA calculation (ωB97M-V/def2-TZVPD) on 2 unconnected molecules or ions with the total composition C3H6ClNO3S.

HOMO-LUMO gap: 0.3288 hartree
Highest occupied orbital energy: -10.1 eV

Geometry (Å):
1 C -1.5200 1.5228 -0.3990
2 C -0.5792 -0.7321 -0.1933
3 C 0.4411 1.1629 0.8656
4 N -0.6780 0.6605 0.1656
5 O -1.4626 2.6953 -0.3984
6 O -0.7165 2.7430 -4.1918
7 O 1.5877 2.2134 -4.5785
8 S 0.6393 3.1696 -4.0319
9 Cl -2.6297 0.6975 -1.6065
10 H -1.5289 -1.3598 -0.0833
11 H 0.0195 -0.8960 -1.0837
12 H 0.0651 -1.1786 0.5723
13 H 0.7569 0.5384 1.5894
14 H 1.2973 1.3760 0.2174
15 H 0.4052 2.0973 1.3352

Which structure is the least stable? The one labeled one.

one.
ORCA calculation (ωB97M-V/def2-TZVPD) on C8H12O in the gas phase.

HOMO-LUMO gap: 0.3664 hartree
Highest occupied orbital energy: -8.9 eV
Structure (SMILES): C=C[C@]12C[C@H]1C[C@@H](C)O2

Geometry (Å):
1 C -2.9555 -0.7890 -0.2815
2 C -1.4876 -0.4248 0.3031
3 C -1.3012 1.0632 0.4247
4 C 0.2195 1.3278 0.4910
5 C 1.1197 1.3002 -0.7304
6 C 0.6864 -0.0699 -0.0765
7 C 1.7908 -0.9749 0.4003
8 C 3.0684 -0.7471 0.0150
9 H -3.0235 -1.7288 -0.4540
10 H -3.5492 -0.5292 0.7086
11 H -3.4097 -0.1625 -1.1588
12 H -1.3528 -1.1577 1.2478
13 H -1.7368 1.8880 1.3089
14 H -1.7915 1.5026 -0.4380
15 H 0.5054 1.6683 1.5982
16 H 2.1547 1.6213 -0.4184
17 H 0.7359 1.7762 -1.6824
18 H 1.3779 -1.7387 1.2393
19 H 3.1815 0.0898 -0.7857
20 H 3.8427 -1.3218 0.3296
21 O -0.4722 -0.7525 -0.5961

two.
ORCA calculation (ωB97M-V/def2-TZVPD) on C8H12O in the gas phase.

HOMO-LUMO gap (alpha / beta): 0.3182 / 0.3183 hartree
Highest occupied orbital energy (alpha / beta): -9.3 / -9.3 eV

Geometry (Å):
1 C -2.3863 -1.9258 0.3446
2 C -1.6623 -1.0057 0.0395
3 C -1.5135 1.3606 -0.6754
4 C -0.8824 0.1016 -0.3227
5 C 1.1720 -1.2395 -0.8517
6 C 0.7116 -0.2422 1.5158
7 C 1.3045 1.3182 -0.3928
8 C 0.6224 -0.0296 0.0341
9 O -1.7657 1.5523 0.6863
10 H -2.8923 -2.6695 0.7950
11 H -0.8802 2.0821 -1.2161
12 H -2.5477 1.3881 -1.2579
13 H 1.8784 -0.8494 -1.5477
14 H 0.4275 -1.9057 -1.3089
15 H 1.6811 -1.8853 -0.1749
16 H 1.7887 -0.1629 1.8032
17 H 0.1756 0.4620 2.1887
18 H 0.2215 -1.1484 1.7351
19 H 2.4711 1.2972 -0.5327
20 H 1.2106 2.0485 0.4878
21 H 0.8656 1.4533 -1.3494

Which structure is the least stable? The one labeled two.

one.
ORCA calculation (ωB97M-V/def2-TZVPD) on 2 unconnected molecules or ions with the total composition C8H12O.

HOMO-LUMO gap: 0.3830 hartree
Highest occupied orbital energy: -9.4 eV
Structure (SMILES): c1ccccc1.COC

Geometry (Å):
1 O 1.8895 -1.9482 0.1547
2 C 1.2687 -2.7613 -0.8211
3 C 1.0307 -1.7584 1.2616
4 H 1.9758 -2.8785 -1.6595
5 H 0.3422 -2.3012 -1.2039
6 H 1.0265 -3.7610 -0.4228
7 H 0.0941 -1.2554 0.9677
8 H 0.7784 -2.7152 1.7489
9 H 1.5588 -1.1208 1.9905
10 C -2.1772 1.3471 -0.2211
11 C -1.6837 2.0399 0.8851
12 C -1.3238 1.0155 -1.2742
13 C -0.3370 2.4011 0.9382
14 C 0.0229 1.3768 -1.2211
15 C 0.5164 2.0696 -0.1149
16 H -3.2369 1.0629 -0.2629
17 H -2.3552 2.3008 1.7137
18 H -1.7121 0.4704 -2.1446
19 H 0.0513 2.9463 1.8086
20 H 0.6944 1.1158 -2.0497
21 H 1.5761 2.3538 -0.0731

two.
ORCA calculation (ωB97M-V/def2-TZVPD) on a molecular structure, C8H12O.

HOMO-LUMO gap: 0.3543 hartree
Highest occupied orbital energy: -8.7 eV

Geometry (Å):
1 C 0.0051 1.7945 0.4636
2 C 0.7436 0.4805 0.7500
3 C -2.0337 0.2472 0.5160
4 C -1.3216 1.3909 -0.1469
5 C 2.2128 -0.6180 -1.2488
6 C -1.1984 0.0127 -0.6953
7 C 0.4223 -0.4762 -0.4035
8 C 0.3916 -1.9433 -0.0028
9 O 2.4400 -0.7302 -2.3979
10 H -0.1124 2.3917 1.3692
11 H 0.5706 2.3923 -0.2569
12 H 1.8097 0.6656 0.8769
13 H 0.3908 0.0555 1.6940
14 H -1.7386 -0.0755 1.5001
15 H -3.0998 0.1690 0.3533
16 H -1.8870 2.1618 -0.6480
17 H 2.9010 -0.6409 -0.4064
18 H 0.1689 -2.5675 -0.8650
19 H -0.3745 -2.1245 0.7500
20 H 1.3460 -2.2604 0.4171
21 H -1.6365 -0.3253 -1.6187

Which structure is the least stable? The one labeled two.

one.
ORCA calculation (ωB97M-V/def2-TZVPD) on 2 unconnected molecules or ions with the total composition C10H10ClN3O.

HOMO-LUMO gap (alpha / beta): 0.2652 / 0.2717 hartree
Highest occupied orbital energy (alpha / beta): -6.6 / -9.5 eV
Expectation value of S²: 2.07
Multiplicity: 3

Geometry (Å):
1 C 2.9915 -0.2132 1.5024
2 C 2.3987 -1.4697 1.7940
3 C -2.6596 0.0203 0.0259
4 C -0.5731 1.0018 0.2987
5 C 2.6128 0.0663 0.2204
6 C -1.7638 1.0920 -0.3076
7 C 1.6563 -1.8399 0.6504
8 C -1.1834 -0.7933 1.5325
9 C -2.1883 1.8020 -1.5540
10 C 0.8872 -2.8821 0.3518
11 N -2.3949 -0.8988 0.9308
12 N -0.3311 0.1186 1.2264
13 N -0.9918 -1.6275 2.5526
14 O 1.8339 -0.8258 -0.2944
15 Cl 0.3557 -1.1704 3.4048
16 H 3.5583 0.3544 2.3069
17 H 2.5646 -2.1670 2.6001
18 H -3.6596 -0.0467 -0.4670
19 H 0.3106 1.6224 0.0164
20 H 2.7067 1.0736 -0.2342
21 H -3.2583 2.1234 -1.3819
22 H -1.5446 2.6590 -1.8696
23 H -2.1614 1.0685 -2.3674
24 H 0.2710 -2.7436 -0.5890
25 H 0.5978 -3.6131 1.0466

two.
ORCA calculation (ωB97M-V/def2-TZVPD) on 2 unconnected molecules or ions with the total composition C10H10ClN3O.

HOMO-LUMO gap (alpha / beta): 0.2495 / 0.2546 hartree
Highest occupied orbital energy (alpha / beta): -6.3 / -8.9 eV
Expectation value of S²: 2.08
Multiplicity: 3

Geometry (Å):
1 C 4.3780 1.2102 0.4012
2 C 3.3861 2.1940 0.5599
3 C -2.3083 -0.1163 0.1655
4 C -1.1582 -0.9877 -1.7390
5 C 3.9461 0.0983 1.1028
6 C -2.2548 -1.0289 -0.8899
7 C 2.3532 1.6533 1.3957
8 C -0.4392 0.8268 -0.6375
9 C -3.2204 -2.1122 -1.1719
10 C 1.0809 1.9690 1.8020
11 N -1.4334 0.8632 0.2521
12 N -0.2136 -0.1253 -1.6082
13 N 0.3957 1.8935 -0.6574
14 O 2.7281 0.3107 1.5626
15 Cl 1.7430 1.9239 -1.6337
16 H 5.3323 1.2277 -0.1234
17 H 3.2213 3.1987 0.3217
18 H -2.9816 0.0161 0.9475
19 H -1.1357 -1.7962 -2.6141
20 H 4.5058 -0.8210 1.3367
21 H -2.9582 -2.8072 -2.0266
22 H -3.5115 -2.7911 -0.2684
23 H -4.0753 -1.6556 -1.4279
24 H 0.4574 1.2510 2.1514
25 H 0.7712 2.9802 1.8283

Which structure is the least stable? The one labeled two.

one.
ORCA calculation (ωB97M-V/def2-TZVPD) on a molecular structure, H13LiO7.

HOMO-LUMO gap: 0.3302 hartree
Highest occupied orbital energy: -9.4 eV

Geometry (Å):
1 Li -0.1827 0.7777 0.1018
2 O 0.0063 -1.2483 0.3998
3 H -0.5117 -1.8763 1.0878
4 O 1.1133 -0.8793 -1.9182
5 H 0.8843 -1.7193 -2.4332
6 H 0.8063 -1.2183 -1.1772
7 O -2.4767 -1.9373 -0.4372
8 H -1.9687 -2.4123 -1.0462
9 H -1.7097 -1.5573 -0.0002
10 O 1.5663 1.6547 -0.2192
11 H 2.2773 2.1167 0.3458
12 H 1.8263 0.8567 -0.6552
13 O 2.3233 -1.3403 1.6958
14 H 1.3213 -1.3623 1.3168
15 H 2.5183 -2.2593 1.6298
16 O -0.8147 2.2047 1.5968
17 H -0.2327 1.8327 2.3048
18 H -0.8577 3.2127 1.6678
19 O -1.6277 1.5897 -1.3722
20 H -2.0917 2.4687 -0.9492
21 H -2.1697 1.0967 -1.9392

two.
ORCA calculation (ωB97M-V/def2-TZVPD) on a molecular structure, H13LiO7.

HOMO-LUMO gap: 0.3383 hartree
Highest occupied orbital energy: -9.3 eV

Geometry (Å):
1 Li -0.1217 -0.6050 -0.6141
2 O -0.0293 1.0995 0.3011
3 H 0.1408 2.2446 0.4812
4 O -1.5393 -1.6586 0.6513
5 H -1.6834 -2.3673 1.0649
6 H -1.7812 -0.9003 1.2191
7 O -1.4441 -0.3908 -2.1100
8 H -2.0615 -1.1825 -1.8599
9 H -1.1905 -0.2062 -3.0702
10 O -1.7208 0.6295 2.3048
11 H -2.6350 0.5722 2.0147
12 H -1.0150 0.9708 1.6909
13 O 1.7014 -2.0591 -0.6749
14 H 2.5007 -1.5750 -0.2908
15 H 1.6656 -2.9177 -0.3657
16 O 1.1172 2.0688 -1.9885
17 H 0.5468 1.7462 -1.2575
18 H 1.8395 2.5658 -1.6352
19 O 1.9277 0.4814 1.6252
20 H 2.7478 0.7425 1.4212
21 H 1.0341 0.7415 1.0924

Which structure is the least stable? The one labeled two.